Entry 1:
77
Properties=species:S:1:pos:R:3:forces:R:3 method="wB97M-V/def2-TZVPD" lumo_energy_ev=-5.89 e_homo_ev=-13.13 total_charge=+2
Ir 1.076897 -0.567721 0.803517 1.927 -0.622 -0.507
C 2.610524 -4.875027 2.416164 -0.115 -0.095 0.003
O 3.429421 -3.675548 2.347914 0.034 0.010 -0.106
C 2.895966 -2.613270 1.829174 -0.020 -0.008 0.007
O 1.738008 -2.540027 1.396129 -0.644 -0.128 0.265
N 3.723793 -1.553778 1.800195 0.283 -0.017 0.090
N 3.255490 -0.370258 1.218428 -0.812 0.303 -0.207
H 3.279847 -5.652714 2.762186 0.027 0.023 0.012
H 2.219060 -5.113049 1.430938 0.040 0.020 -0.018
H 1.796960 -4.722715 3.120675 0.021 0.043 0.010
H 4.687150 -1.645266 2.089792 0.004 0.087 0.002
H 3.802825 -0.139065 0.391909 0.039 0.004 -0.006
H 3.334667 0.394175 1.887297 0.006 0.011 0.044
C 2.362577 -1.455397 -2.032298 -0.120 -0.051 -0.185
C 0.988051 -0.763079 -2.070231 0.739 0.318 0.241
C 1.119923 0.734588 -2.274625 -0.305 -0.117 -0.034
C 1.270169 1.178880 -3.579342 0.088 0.002 -0.030
C 1.464823 2.521293 -3.860151 0.011 -0.038 -0.030
C 1.585861 3.418780 -2.817569 0.026 -0.014 0.011
C 1.456697 3.021635 -1.488375 0.026 0.119 0.091
C 1.836843 4.050050 -0.435153 0.152 -0.096 -0.158
C 3.344410 4.331219 -0.477996 -0.075 0.020 0.036
C 1.120508 1.681017 -1.236170 -0.135 -0.155 0.031
N 0.785530 1.259290 0.088253 -0.367 0.328 -0.010
C 0.128193 2.003333 0.936792 -0.009 0.095 -0.227
C 0.124801 1.566878 2.268072 -0.198 0.090 0.260
C -0.257146 2.106576 3.493214 -0.012 -0.119 0.139
C 0.140357 1.184502 4.468014 -0.042 0.056 -0.090
C 0.730493 0.105797 3.809190 0.087 -0.074 0.017
N 0.747820 0.352581 2.486603 -0.127 0.128 0.286
H 2.255906 -2.535622 -1.922488 0.019 0.011 0.031
H 2.969694 -1.079489 -1.208484 0.082 -0.034 -0.073
H 2.913646 -1.262204 -2.951992 -0.012 0.001 -0.003
H 0.407160 -0.983755 -1.156278 -0.229 -0.205 -0.196
H 0.417478 -1.188681 -2.895361 -0.207 -0.055 0.148
H 1.236439 0.458835 -4.389272 -0.011 0.001 0.012
H 1.561343 2.854115 -4.884996 0.000 0.013 0.013
H 1.815172 4.456452 -3.029085 -0.010 0.000 0.013
H 1.593292 3.732413 0.573540 -0.076 0.064 0.043
H 1.294998 4.978088 -0.627863 -0.061 -0.022 0.054
H 3.910090 3.448440 -0.171238 0.013 -0.002 -0.042
H 3.594568 5.145129 0.201774 0.029 -0.011 -0.005
H 3.672699 4.608655 -1.478659 0.012 0.010 0.013
H -0.401886 2.890770 0.617251 0.364 0.173 -0.008
H -0.730692 3.063848 3.644467 0.013 -0.021 0.045
H 0.040097 1.273883 5.536649 -0.044 0.022 -0.010
H 1.130370 -0.801637 4.234856 -0.010 -0.026 -0.056
C -3.765147 -1.981933 -2.315790 0.007 0.002 -0.003
O -3.509227 -1.071376 -1.245140 -0.019 0.014 0.038
C -3.030884 0.150344 -1.538373 -0.060 -0.061 -0.077
C -2.655241 0.559958 -2.816766 0.036 -0.041 -0.007
C -2.253912 1.864141 -3.051003 0.064 0.003 0.054
C -2.208614 2.788884 -2.015016 -0.012 0.001 -0.082
C -2.583353 2.389506 -0.747944 -0.002 0.010 0.087
C -2.974546 1.080693 -0.496451 0.067 0.064 0.139
N -3.503136 0.804601 0.801643 0.094 -0.037 -0.125
C -3.591679 -0.285531 1.518048 0.051 -0.082 -0.018
C -2.924829 -1.538759 1.424913 -0.005 0.051 0.074
C -3.637399 -2.635466 1.960062 -0.140 0.177 -0.072
C -3.153944 -3.912669 1.885157 0.028 -0.138 0.007
C -1.908430 -4.119117 1.287622 -0.063 0.023 -0.022
C -1.155053 -3.059755 0.829409 0.039 0.124 -0.060
C -1.621589 -1.742690 0.903937 0.181 0.274 0.055
O -0.891189 -0.687419 0.538509 -0.755 -0.342 0.107
H -4.215983 -2.855124 -1.855333 0.009 -0.009 0.002
H -2.837426 -2.268022 -2.814060 0.008 -0.004 0.009
H -4.457802 -1.549738 -3.038536 -0.003 0.016 0.010
H -2.712121 -0.139824 -3.638072 0.003 0.025 -0.008
H -1.995877 2.168742 -4.056064 0.022 -0.020 -0.006
H -1.922417 3.813402 -2.206690 0.010 0.001 0.023
H -2.597416 3.100894 0.071125 -0.056 0.039 -0.030
H -3.995118 1.600812 1.188697 -0.135 -0.064 -0.050
H -4.327540 -0.206786 2.313289 0.076 0.049 0.057
H -4.618151 -2.450595 2.382830 0.034 -0.023 0.067
H -3.721170 -4.744375 2.277255 -0.022 0.011 -0.028
H -1.531420 -5.128508 1.181078 0.051 0.016 0.041
H -0.180279 -3.227206 0.406298 0.096 -0.120 -0.098

---

Entry 2:
24
Properties=species:S:1:pos:R:3:forces:R:3 method="wB97M-V/def2-TZVPD" lumo_energy_ev=-2.79 e_homo_ev=-6.98 total_charge=0
C -0.867187 2.380602 -1.166553 -0.572 0.020 1.204
N 0.055391 1.613108 -0.374639 0.634 -0.883 0.151
C -0.591942 1.259447 3.185225 0.294 -1.197 -0.519
C 1.330817 0.161424 -1.943695 -0.372 1.156 -2.261
C 0.246904 0.285108 -0.915493 -2.096 -0.017 0.332
C 0.307537 -0.810027 0.163525 0.759 1.014 -0.212
N -0.366181 -1.968751 -0.219506 1.462 -0.160 0.089
C -0.046500 -3.094540 0.642148 -1.255 1.300 1.955
H -0.542896 2.563400 -2.189224 0.175 -0.392 -0.443
H -1.841663 1.809746 -1.193270 0.553 0.552 -0.226
H -1.029322 3.390198 -0.738531 0.028 -0.667 0.025
H -0.495339 1.284506 2.095793 -0.549 1.134 0.139
H -1.625092 1.117335 3.519315 0.226 0.029 -0.223
H -0.136534 2.106606 3.701582 0.121 -0.290 -0.227
H 1.036380 0.903720 -2.763051 1.064 -0.612 1.034
H 2.353122 0.263679 -1.590351 -0.047 0.519 0.233
H 1.302728 -0.767916 -2.485390 -0.263 -0.698 0.089
H -0.699284 0.041122 -1.411143 -0.143 -0.187 -0.501
H -0.036785 0.304007 3.284404 -0.140 0.504 1.042
H 1.403401 -0.858841 0.375832 -0.231 -0.563 0.228
H -0.061824 -0.405993 1.139514 -0.220 -0.052 0.061
H 1.019969 -3.302895 0.551700 0.118 -0.251 -0.104
H -0.672966 -3.956522 0.430879 0.165 -0.039 -0.262
H -0.210376 -2.861784 1.778874 0.291 -0.220 -1.604

---

Entry 3:
13
Properties=species:S:1:pos:R:3:forces:R:3 method="wB97M-V/def2-TZVPD" lumo_energy_ev="0.34 / 0.17" e_homo_ev="-7.02 / -7.05" total_charge=0 smiles="N/C=C(/N)C(=O)O"
C -0.866159 0.725587 -1.005838 0.781 1.130 0.600
C -0.614705 -0.093860 0.174636 1.445 -0.388 -0.302
N -1.637833 -0.852616 0.736735 -0.299 0.819 -0.200
N 1.830605 -0.283165 -0.025307 0.760 0.908 -1.173
C 0.678621 -0.015947 0.656288 -1.520 -2.055 2.191
O 0.132982 1.786927 -0.943346 -1.374 0.328 -2.339
O -1.856443 0.794968 -1.697724 1.428 0.033 0.678
H 1.082494 1.587875 -0.849099 -0.899 -0.482 0.097
H -1.502396 -1.323392 1.622544 -0.254 -0.084 -0.745
H -2.403507 -1.020469 0.085451 0.125 0.056 0.972
H 2.599952 -0.680319 0.507549 -0.378 0.410 -0.497
H 1.712073 -0.574866 -0.994463 0.391 -0.157 0.638
H 0.844314 -0.050725 1.732572 -0.208 -0.518 0.082

---

Entry 4:
9
Properties=species:S:1:pos:R:3:forces:R:3 method="wB97M-V/def2-TZVPD" lumo_energy_ev=0.85 e_homo_ev=-10.28 total_charge=0 smiles="CN(F)C=O"
C -1.062931 0.965013 -0.349463 -0.819 -1.323 -0.447
C 0.764964 -0.858259 -0.013836 -2.966 -2.097 2.365
N -0.094209 0.288796 0.288913 3.758 -1.214 1.984
O -1.847537 0.443495 -1.112476 0.550 0.028 -0.225
F 0.647607 0.961634 1.342315 -1.321 0.363 -1.306
H -1.124130 1.956816 -0.024462 -0.123 1.921 0.635
H 1.737367 -0.724443 -0.376659 1.171 1.026 -0.711
H 0.835423 -1.587201 0.894837 -0.102 1.731 -1.147
H 0.143445 -1.445851 -0.649169 -0.149 -0.435 -1.148

---

Entry 5:
16
Properties=species:S:1:pos:R:3:forces:R:3 method="wB97M-V/def2-TZVPD" lumo_energy_ev=1.16 e_homo_ev=-11.75 total_charge=0 smiles=CC.CC
C 1.674490 -0.319593 -1.597513 0.051 -0.406 -0.348
C 1.966019 -1.099535 -0.300846 0.060 0.354 -0.375
H 2.013027 0.717383 -1.517318 -0.113 -0.158 -0.205
H 2.168029 -0.798914 -2.457570 0.010 0.310 0.265
H 0.611260 -0.344134 -1.856225 0.093 0.265 0.219
H 2.833662 -1.748174 -0.442758 -0.283 -0.195 0.112
H 1.076750 -1.658719 0.001697 0.386 -0.131 0.127
H 2.246434 -0.406624 0.489342 -0.201 -0.040 0.210
C -2.497132 1.062354 1.008792 -0.111 0.017 -0.388
C -1.171599 0.324648 0.901360 0.017 -0.347 0.368
H -3.373560 0.447370 1.218150 0.194 -0.133 0.183
H -2.393046 1.815094 1.786196 -0.246 0.146 0.034
H -2.706223 1.573306 0.065294 -0.054 0.055 0.099
H -1.187092 -0.628929 0.363467 -0.195 0.365 -0.327
H -0.463606 1.015597 0.450926 0.320 -0.254 -0.105
H -0.797413 0.048868 1.887006 0.070 0.154 0.132

---

Entry 6:
15
Properties=species:S:1:pos:R:3:forces:R:3 method="wB97M-V/def2-TZVPD" lumo_energy_ev=-5.24 e_homo_ev=-13.09 total_charge=+1
C -0.921390 0.245961 0.601084 2.630 -1.561 3.403
C 1.017455 0.306129 -0.690495 3.162 1.776 0.858
C -1.142784 0.775896 -1.764787 0.507 -1.474 0.837
N -0.384700 0.413590 -0.530164 -1.201 -1.071 1.112
O 0.427632 -0.044411 1.853638 -3.459 1.865 -3.961
P 0.287013 -1.383373 2.757357 -0.416 -0.674 0.367
Br -2.626998 0.073326 1.242016 0.714 0.306 -0.427
Br 2.358293 -1.065146 3.326672 0.543 -0.218 0.440
Br 0.438895 -2.984988 1.185217 -0.017 0.036 -0.060
H 1.438721 1.184680 -0.175332 0.024 -0.284 0.253
H 1.611046 -0.536996 -0.269531 -1.249 0.163 -0.607
H 1.220610 0.605588 -1.690373 0.352 -0.704 -1.051
H -2.156937 0.451438 -1.469741 0.132 0.870 -1.110
H -0.888775 1.842401 -1.809358 -0.804 -0.204 -0.848
H -0.678080 0.115905 -2.566202 -0.920 1.174 0.793